The following is a quantum chemistry calculation of a cluster of 11 separate species, C74H169N11O11 in total at a distorted geometry, from the Open Molecules 2025 dataset.

The energy relative to the best compared isomer or geometry (same formula, charge and spin) is 100.6 kcal/mol. As for the LUMO energy: 0.019 Eh. Its total energy is -118379.946 eV. Its SMILES is CC1(C)CCCC(C)(C)N1O.CC1(C)CCCC(C)(C)N1O.CC1(C)CCCC(C)(C)N1O.CC1(C)CCCC(C)(C)N1O.CC1(C)CCCC(C)(C)N1O.CC1(C)CCCC(C)(C)N1O.COC[C@H](C)N.COC[C@H](C)N.COC[C@H](C)N.COC[C@H](C)N.COC[C@H](C)N.

ORCA input file:
```
! wB97M-V def2-TZVPD RIJCOSX def2/J DEFGRID3
* xyz 0 1
H 15.23 18.49 13.37
H 12.88 17.46 13.60
C 16.78 19.25 18.48
H 17.19 25.27 15.76
N 19.01 21.45 16.95
H 17.83 23.55 17.76
H 16.90 16.87 23.56
H 18.56 15.24 23.72
H 14.23 9.66 15.31
H 19.92 20.93 21.55
H 14.90 11.33 16.83
H 21.64 20.69 21.71
H 13.56 15.57 18.57
C 21.77 18.66 18.00
H 19.54 19.94 12.65
C 22.95 18.28 22.38
C 12.72 10.77 14.33
H 15.86 25.15 16.81
C 20.82 20.03 19.87
C 16.57 14.98 16.89
C 14.98 18.77 12.37
H 14.07 23.65 15.61
H 20.57 20.68 14.89
C 17.74 11.96 23.17
H 12.44 14.34 20.56
C 21.61 17.91 21.66
C 17.87 24.39 18.46
H 14.64 14.50 13.64
H 12.31 9.78 21.55
H 12.33 15.93 14.21
C 13.38 16.93 23.81
C 20.32 12.58 18.03
C 16.75 25.79 16.62
H 13.86 18.96 12.37
H 20.64 12.16 19.01
H 14.47 11.82 26.09
H 16.44 16.02 10.63
H 12.44 19.38 23.81
H 13.15 9.70 20.00
H 19.86 25.83 17.83
H 16.97 13.01 27.82
C 22.73 13.36 18.02
H 16.30 15.40 15.90
H 20.42 23.55 17.11
O 16.42 11.03 14.90
H 16.39 19.69 17.59
H 14.47 19.19 22.38
H 17.11 12.18 17.98
C 8.88 11.55 19.58
H 17.27 19.57 26.09
H 17.79 26.49 18.49
H 9.07 11.04 22.54
C 12.58 14.00 21.59
H 18.01 18.07 25.64
C 11.96 12.03 23.14
H 23.34 20.56 19.02
H 17.56 15.28 17.06
H 19.91 21.99 13.77
O 18.64 20.43 14.34
H 21.43 22.22 16.48
H 18.18 10.92 17.46
H 12.63 11.79 13.78
H 11.29 11.21 23.25
H 18.43 17.61 20.07
H 23.15 19.39 22.51
H 13.31 18.67 26.80
H 15.85 14.00 19.38
H 15.43 22.68 16.29
H 17.75 19.77 18.73
H 18.83 11.74 23.51
C 18.71 14.25 23.36
H 14.89 13.47 26.45
H 19.87 20.99 17.27
H 17.80 10.40 25.59
H 14.48 18.18 17.01
C 16.63 12.19 25.83
H 14.79 21.05 18.16
H 18.76 24.42 19.11
H 19.78 18.77 14.06
H 18.62 22.91 15.47
C 11.14 10.27 19.87
H 11.29 10.64 18.83
H 14.01 16.55 14.47
C 12.95 17.88 26.15
H 12.83 14.67 10.81
H 8.70 9.74 21.51
H 14.39 18.94 9.75
H 18.32 11.72 14.93
H 17.16 12.97 14.96
H 20.78 18.23 17.83
H 16.08 10.10 25.52
H 8.18 12.23 20.07
H 18.84 14.47 22.28
N 21.69 17.78 20.23
H 16.02 16.47 13.60
H 11.85 10.80 15.05
H 13.34 19.93 16.06
H 15.97 23.14 20.77
H 12.26 18.51 19.18
O 13.53 22.03 16.78
H 12.68 17.50 10.13
N 10.75 12.46 21.00
H 14.75 12.82 24.73
H 16.55 14.68 25.77
C 17.04 12.04 27.26
C 12.51 14.95 11.80
H 12.58 9.93 13.59
H 13.34 20.25 25.03
C 12.89 20.15 18.05
H 16.45 20.43 23.19
H 11.56 15.43 11.59
H 16.73 17.52 20.44
C 21.26 13.74 17.89
N 19.16 25.67 17.07
H 22.94 12.52 17.36
O 22.76 16.86 19.94
O 15.53 16.73 25.66
C 15.68 20.02 23.86
C 21.88 19.00 19.47
C 16.08 15.09 19.38
H 14.03 14.21 17.44
H 18.32 20.72 16.63
H 18.93 16.92 17.42
H 13.95 20.86 22.79
H 21.79 15.72 21.82
H 13.13 16.91 26.58
H 9.70 13.94 21.25
C 20.67 22.93 16.21
C 13.74 18.02 24.88
H 20.61 18.98 23.19
C 9.47 10.50 21.74
H 19.52 18.52 21.94
H 16.06 19.42 19.33
H 18.24 18.80 13.27
H 12.31 16.95 23.81
H 17.67 15.22 20.79
C 21.20 16.53 22.23
C 12.05 12.55 21.63
C 17.44 18.92 25.22
H 9.26 12.03 18.64
H 16.62 14.38 22.10
N 21.02 14.82 19.00
H 14.89 14.18 11.89
C 16.35 13.96 23.07
N 13.03 19.37 16.86
C 15.20 11.31 14.24
H 13.15 19.55 20.34
H 13.77 16.00 24.09
H 22.63 17.98 17.74
H 13.41 10.84 16.92
C 13.62 15.80 12.42
H 19.64 13.82 23.74
H 15.93 14.77 23.68
H 15.65 11.05 23.45
H 10.33 9.93 22.22
H 15.51 13.24 22.90
H 17.70 22.87 20.51
H 16.94 15.16 13.09
H 15.03 12.39 14.00
C 20.52 18.87 22.10
C 14.82 14.97 12.66
H 12.38 14.04 12.42
H 21.48 16.42 23.30
H 22.98 12.97 19.02
C 14.45 23.09 16.47
H 18.60 18.51 17.10
N 15.70 17.10 18.01
H 17.64 11.96 22.06
C 16.99 17.72 18.34
H 21.03 21.05 19.47
H 15.85 16.83 26.56
H 13.67 22.07 18.88
H 15.38 15.45 20.08
H 18.06 11.64 27.34
H 16.45 13.92 16.85
O 12.87 17.57 11.08
C 17.53 13.38 23.73
H 23.06 17.85 23.36
C 13.39 19.44 24.28
H 15.25 17.56 9.10
H 18.27 15.17 19.16
H 19.28 26.29 16.34
H 13.92 11.66 21.28
C 14.04 10.71 15.07
O 17.48 14.40 25.88
H 17.43 12.06 13.41
C 16.87 10.78 25.22
H 11.59 12.94 23.62
H 19.94 19.60 19.47
C 15.27 18.28 9.91
O 19.02 12.89 17.81
C 14.38 19.90 23.19
C 15.66 15.60 17.97
C 15.15 17.59 11.35
C 12.47 10.26 20.58
H 17.66 17.41 16.25
H 23.82 17.94 21.85
H 21.17 23.62 15.45
H 13.64 14.08 21.83
C 19.41 22.22 15.76
H 18.23 11.54 19.23
C 19.13 19.36 13.45
C 19.72 21.37 14.59
H 13.73 17.21 22.84
H 16.17 18.86 9.98
C 10.05 11.24 20.54
H 24.02 19.03 19.10
N 17.54 13.21 25.19
H 21.07 14.26 16.94
N 15.14 18.07 25.35
C 18.07 17.57 17.24
H 18.22 19.48 24.61
C 16.20 18.66 24.42
H 10.74 9.27 19.89
C 17.46 17.14 19.72
C 13.10 19.22 19.27
C 17.38 11.96 14.53
H 23.46 14.15 17.83
N 14.02 16.75 11.31
H 11.90 18.00 26.01
C 16.49 17.84 23.24
C 16.75 23.11 20.01
N 14.01 11.41 16.34
H 13.15 12.09 19.80
C 18.10 11.81 18.16
C 14.15 15.28 17.66
H 12.90 11.73 23.66
H 21.00 14.35 19.89
H 17.28 17.23 11.80
O 16.72 24.27 19.28
C 16.77 10.90 23.71
H 20.11 15.20 18.88
H 15.67 20.74 24.71
H 12.14 19.06 16.60
C 13.18 16.48 13.76
H 16.33 11.55 27.90
C 20.68 20.24 21.35
C 13.01 11.65 20.81
H 14.07 18.67 19.05
H 20.08 16.38 22.13
H 17.28 18.32 22.69
O 9.86 13.17 21.79
H 12.12 14.69 22.26
C 17.82 25.72 17.70
H 14.54 23.81 17.34
H 22.23 16.09 19.59
H 16.93 9.91 23.18
H 11.84 20.47 18.09
H 23.55 19.92 20.61
H 16.47 22.19 19.43
H 13.81 15.87 16.86
C 16.12 15.77 12.77
C 15.14 12.60 25.78
C 17.46 15.54 19.79
H 20.53 11.80 17.29
H 15.19 10.87 13.25
H 21.79 19.56 17.39
H 16.43 26.80 16.24
H 15.56 19.64 12.25
C 23.29 19.68 19.58
H 15.74 17.60 22.52
C 16.32 16.62 11.54
O 15.30 17.62 16.75
C 13.79 21.37 18.04
H 8.37 10.67 19.21
*
```

=====

The following is a quantum chemistry calculation of a structure of composition C23H34BaClN8O23S at a distorted geometry, from the Open Molecules 2025 dataset.

As for the LUMO energy: 0.071 Eh. Its total energy is -107457.262 eV.

ORCA input file:
```
! wB97M-V def2-TZVPD RIJCOSX def2/J DEFGRID3
* xyz -1 1
O 3.89 -0.86 -6.28
O 0.23 1.73 -5.58
O -1.14 -5.56 4.61
O -4.50 -0.17 -2.71
O -0.48 -1.99 -0.45
O -5.34 2.91 3.35
H -0.17 -2.46 2.02
H 3.09 -3.67 -2.28
C -5.48 2.19 2.05
C -0.88 0.26 5.24
Cl -4.11 0.24 -1.42
C -5.33 4.21 3.07
N -1.60 3.74 -1.18
H -4.38 -3.63 2.05
O 3.94 2.62 -1.62
O 1.31 -1.02 -1.26
C 2.12 -0.06 1.83
Ba -0.60 1.00 -1.11
H 2.06 -0.81 -3.59
O -0.40 -0.15 -4.87
N -1.44 2.17 1.50
O 1.21 -3.21 -1.10
C 3.47 -0.16 2.40
C -2.15 3.44 -3.68
O -5.19 4.44 1.74
C 2.66 -0.24 -4.33
H 5.50 1.62 -2.73
C 0.36 -3.36 2.27
C 4.74 -0.56 -5.23
C 3.11 1.75 -0.99
H -1.54 0.05 4.36
N -3.25 -0.67 2.95
H -1.45 -4.35 1.63
H -6.52 1.87 1.96
H 3.88 -1.17 2.32
O 4.05 -0.26 -4.10
O 1.31 -5.50 4.51
C -0.36 -4.44 1.59
C -5.00 3.19 1.00
O 3.75 0.73 -0.44
H -4.87 1.30 2.11
H 5.74 0.74 0.13
C -2.07 3.33 3.75
H -1.62 0.72 5.94
C 5.11 0.68 -0.78
H -3.00 3.99 -3.98
H 5.30 -0.23 -1.43
H -4.89 -2.44 0.95
H -2.43 4.30 3.41
C 4.92 -3.42 -1.20
C -1.89 3.65 -2.30
H 1.96 -0.13 -6.44
H 2.35 0.80 -4.31
O -3.25 1.35 -1.63
C 5.23 2.04 -1.72
C -3.59 -1.57 2.35
H 0.09 -4.70 0.64
H -0.46 -0.70 5.63
O -3.40 -0.73 -0.66
H -2.35 2.39 -3.87
S 0.05 -5.12 3.98
H -1.22 3.73 -4.21
O 5.95 -0.61 -5.20
O 1.93 1.95 -0.89
H -3.93 3.14 0.88
O -0.05 1.44 -3.48
H 4.14 0.44 1.88
H 3.59 -2.07 -2.10
H 1.44 -3.40 2.16
H -2.86 2.73 4.13
N -0.08 0.99 -4.65
N 1.07 0.14 1.38
O 0.08 -3.53 3.71
N 0.65 -2.10 -1.00
H 5.94 2.81 -1.30
O -0.03 -5.62 2.43
C 0.27 1.09 4.85
H -3.13 -2.93 0.93
C 2.50 -0.77 -5.78
H 4.50 -3.04 -3.22
N 5.86 -3.74 -0.58
C -1.58 2.62 2.54
H -1.36 3.43 4.61
C -4.03 -2.75 1.55
H 3.33 0.08 3.45
O -5.34 5.03 3.93
C 3.96 -3.02 -2.28
O -5.33 0.69 -0.70
H 2.07 -1.79 -5.73
H -5.77 3.25 0.21
N 1.11 1.74 4.41
*
```

=====

The following is a quantum chemistry calculation of the molecule C5H10O, from the Open Molecules 2025 dataset.

The energy relative to the best compared isomer or geometry (same formula, charge and spin) is 4.6 kcal/mol. As for the LUMO energy: 0.033 Eh. Its total energy is -7394.567 eV. Its SMILES is CC(=O)C(C)C.

ORCA input file:
```
! wB97M-V def2-TZVPD RIJCOSX def2/J DEFGRID3
* xyz 0 1
H 0.13 -0.43 -1.35
H 2.55 -0.57 -0.49
C 0.61 1.34 -0.10
C -0.83 -0.75 0.28
H 1.91 -0.86 1.13
H 0.00 1.95 -0.77
H 1.66 1.64 -0.25
C 1.69 -0.96 0.06
H -2.20 0.68 1.00
O -0.88 -1.85 0.78
H -1.99 0.82 -0.75
H -2.93 -0.54 -0.08
C 0.44 -0.18 -0.32
H 0.36 1.63 0.93
H 1.56 -2.02 -0.16
C -2.07 0.11 0.08
*
```

=====

Number 1: orbital gap 8.7 eV, E_HOMO -0.3016 Eh. Number 2: orbital gap 9.4 eV, E_HOMO -0.2743 Eh. Number 3: orbital gap 10.4 eV, E_HOMO -0.3472 Eh.